A cluster of 2 separate species, C4H14N2O2 in total at a distorted geometry. Source: the OMol25 dataset; level of theory: ωB97M-V with the def2-TZVPD basis set.

Results
Energy relative to the best compared isomer or geometry (same formula, charge and spin)   25.9 kcal per mole
Energy   -420.76382 hartree
HOMO-LUMO gap   9.5 eV
E_HOMO   -8.794 eV
SMILES string   C[C@@H](O)CNCN.O
LUMO level   0.026 Eh

```
22
C4H14N2O2 ωB97M-V with the def2-TZVPD basis set
C -0.484 0.693 1.602
C -1.283 -0.597 1.425
O -2.627 -0.373 1.012
C -0.700 -1.431 0.220
N -0.164 -0.637 -0.863
C 1.061 -1.120 -1.517
N 2.257 -0.403 -1.126
H -0.684 1.515 0.920
H 0.561 0.413 1.469
H -0.623 1.108 2.605
H -1.132 -1.187 2.332
H -3.011 0.346 1.522
H 0.125 -2.020 0.637
H -1.539 -2.026 -0.116
H -0.909 -0.377 -1.489
H 1.168 -2.160 -1.252
H 0.983 -0.978 -2.593
H 2.415 -0.518 -0.133
H 2.179 0.581 -1.326
O 0.880 3.255 -1.480
H 0.184 2.637 -1.206
H 1.340 3.278 -0.641
```

natural (NBO) atomic charges, in units of e:
1 C -0.64
2 C 0.09
3 O -0.73
4 C -0.23
5 N -0.68
6 C -0.05
7 N -0.83
8 H 0.21
9 H 0.21
10 H 0.20
11 H 0.16
12 H 0.47
13 H 0.18
14 H 0.20
15 H 0.37
16 H 0.17
17 H 0.19
18 H 0.34
19 H 0.36
20 O -0.93
21 H 0.47
22 H 0.46

A cluster of 2 separate species, CH5PS2 in total at a distorted geometry. Source: the OMol25 dataset; level of theory: ωB97M-V with the def2-TZVPD basis set.

Results
Energy relative to the best compared isomer or geometry (same formula, charge and spin)   64.3 kcal per mole
Energy   -1178.74436 hartree
HOMO-LUMO gap (alpha / beta)   7.0 / 7.0 eV
E_HOMO (alpha / beta)   -8.261 / -8.259 eV
LUMO level (alpha / beta)   -0.047 / -0.047 Eh

```
9
CH5PS2 ωB97M-V with the def2-TZVPD basis set
C -0.545 0.481 0.575
P -0.367 -1.312 0.166
S 2.896 0.819 0.015
S 2.500 -1.135 -0.190
H -0.235 1.143 -0.332
H 0.042 1.006 1.384
H -1.519 0.599 0.741
H -0.668 -1.104 -1.191
H 3.535 0.893 1.339
```

natural (NBO) atomic charges, in units of e:
1 C -0.97
2 P 0.53
3 S -0.12
4 S -0.24
5 H 0.24
6 H 0.26
7 H 0.22
8 H -0.05
9 H 0.13

A structure of composition C24H51AsBr4O5PPtSbSi3 at a distorted geometry. Source: the OMol25 dataset; level of theory: ωB97M-V with the def2-TZVPD basis set.

Results
Energy relative to the best compared isomer or geometry (same formula, charge and spin)   13.0 kcal per mole
Energy   -15422.69883 hartree
HOMO-LUMO gap   5.7 eV
E_HOMO   -6.366 eV
LUMO level   -0.023 Eh

```
91
C24H51AsBr4O5PPtSbSi3 ωB97M-V with the def2-TZVPD basis set
Pt -0.929 0.032 -0.184
Br -3.550 5.245 4.205
C -2.827 4.302 2.737
C -2.659 4.927 1.520
Br -3.211 6.719 1.277
C -2.077 4.217 0.460
Br -1.792 5.011 -1.236
C -1.657 2.901 0.595
O -1.021 2.241 -0.365
C -1.911 2.227 1.818
O -1.588 0.979 1.895
C -2.451 2.963 2.877
Br -2.630 2.014 4.499
C -4.008 2.163 -1.951
As -3.150 0.500 -1.452
C -3.879 -0.687 -2.821
C -4.357 0.098 0.037
H -5.077 1.969 -2.020
H -3.626 2.522 -2.904
H -3.806 2.914 -1.191
H -4.929 -0.887 -2.608
H -3.326 -1.622 -2.850
H -3.798 -0.191 -3.787
H -5.362 -0.128 -0.323
H -4.393 0.978 0.680
H -3.970 -0.728 0.627
C -0.573 -3.655 2.961
C -0.511 -2.481 2.019
O -0.404 -2.994 0.660
P -0.937 -2.084 -0.548
O -2.365 -2.735 -0.880
C -3.201 -3.303 0.150
C -4.542 -3.619 -0.464
O -0.085 -2.604 -1.780
C -0.086 -3.992 -2.202
C 1.078 -4.759 -1.618
H -0.565 -3.298 3.991
H 0.288 -4.308 2.817
H -1.481 -4.240 2.808
H 0.365 -1.859 2.212
H -1.385 -1.831 2.111
H -3.309 -2.594 0.974
H -2.715 -4.199 0.539
H -5.011 -2.712 -0.845
H -5.200 -4.061 0.284
H -4.430 -4.324 -1.288
H -0.026 -3.954 -3.288
H -1.040 -4.447 -1.931
H 2.019 -4.268 -1.858
H 1.099 -5.765 -2.041
H 0.992 -4.838 -0.536
C 4.019 2.185 2.275
Si 2.167 1.974 2.080
C 1.453 0.979 3.486
C 1.400 3.668 1.979
Sb 1.623 0.624 -0.030
Si 3.403 -1.221 -0.122
C 2.885 -2.662 0.952
C 3.502 -1.786 -1.909
C 5.104 -0.672 0.443
Si 2.319 2.008 -2.060
C 4.180 2.224 -2.061
C 1.468 3.656 -1.998
C 1.759 1.058 -3.572
H 4.205 2.948 3.035
H 4.496 2.514 1.349
H 4.507 1.265 2.595
H 1.519 1.536 4.424
H 2.001 0.040 3.611
H 0.401 0.748 3.295
H 1.544 4.168 2.940
H 0.330 3.645 1.767
H 1.884 4.273 1.210
H 1.946 -3.093 0.613
H 2.769 -2.362 1.996
H 3.656 -3.437 0.909
H 2.509 -1.872 -2.353
H 3.984 -2.766 -1.955
H 4.091 -1.097 -2.518
H 5.155 -0.598 1.529
H 5.411 0.287 0.025
H 5.829 -1.428 0.126
H 4.501 2.874 -1.245
H 4.495 2.686 -3.000
H 4.708 1.273 -1.964
H 1.706 4.212 -1.091
H 0.386 3.527 -2.022
H 1.778 4.258 -2.858
H 2.399 0.198 -3.776
H 1.779 1.714 -4.446
H 0.737 0.695 -3.439
```

Mulliken atomic charges, in units of e:
1 Pt 3.55
2 Br -0.19
3 C 0.28
4 C 0.06
5 Br -0.18
6 C 0.08
7 Br -0.11
8 C -0.47
9 O -1.21
10 C 0.07
11 O -0.84
12 C -0.01
13 Br -0.17
14 C -1.07
15 As 0.42
16 C -1.05
17 C -1.07
18 H 0.43
19 H 0.40
20 H 0.23
21 H 0.39
22 H 0.16
23 H 0.49
24 H 0.52
25 H 0.37
26 H -0.01
27 C -1.57
28 C 0.37
29 O -0.11
30 P -0.53
31 O 0.06
32 C 0.10
33 C -1.39
34 O -0.05
35 C -0.31
36 C -0.77
37 H 0.42
38 H 0.31
39 H 0.30
40 H -0.06
41 H 0.23
42 H 0.19
43 H 0.31
44 H 0.15
45 H 0.42
46 H 0.33
47 H 0.40
48 H 0.22
49 H 0.09
50 H 0.47
51 H 0.11
52 C -1.14
53 Si 0.88
54 C -0.84
55 C -0.77
56 Sb -2.23
57 Si 0.71
58 C -0.50
59 C -0.83
60 C -1.26
61 Si 0.59
62 C -1.01
63 C -0.49
64 C -1.04
65 H 0.40
66 H 0.23
67 H 0.29
68 H 0.42
69 H 0.31
70 H 0.04
71 H 0.44
72 H 0.08
73 H 0.31
74 H -0.36
75 H 0.32
76 H 0.50
77 H 0.10
78 H 0.43
79 H 0.38
80 H 0.31
81 H 0.32
82 H 0.41
83 H 0.28
84 H 0.43
85 H 0.17
86 H 0.26
87 H -0.34
88 H 0.50
89 H 0.29
90 H 0.46
91 H 0.22

An isolated molecule of C4H7NO at a distorted geometry. Source: the OMol25 dataset; level of theory: ωB97M-V with the def2-TZVPD basis set.

Results
Energy relative to the best compared isomer or geometry (same formula, charge and spin)   72.0 kcal per mole
Energy   -286.51695 hartree
HOMO-LUMO gap   10.2 eV
E_HOMO   -9.200 eV
SMILES string   C1OC[C@H]2N[C@@H]12
LUMO level   0.038 Eh

```
13
C4H7NO ωB97M-V with the def2-TZVPD basis set
C -1.210 -0.722 0.186
O -0.065 -1.529 0.411
C 1.142 -0.798 0.240
C 0.712 0.728 0.335
N 0.304 0.799 -1.065
C -0.719 0.690 -0.041
H -1.840 -0.795 1.085
H -1.785 -1.067 -0.680
H 1.908 -1.122 0.937
H 1.495 -1.049 -0.788
H 1.017 1.658 0.869
H 0.450 1.681 -1.514
H -1.410 1.527 0.026
```

natural (NBO) atomic charges, in units of e:
1 C -0.07
2 O -0.53
3 C -0.05
4 C -0.15
5 N -0.62
6 C -0.11
7 H 0.18
8 H 0.18
9 H 0.18
10 H 0.19
11 H 0.22
12 H 0.36
13 H 0.21

A structure of composition C5H12. Source: the OMol25 dataset; level of theory: ωB97M-V with the def2-TZVPD basis set.

Results
Energy relative to the best compared isomer or geometry (same formula, charge and spin)   113.0 kcal per mole
Energy   -197.52914 hartree
HOMO-LUMO gap   7.8 eV
E_HOMO   -6.892 eV
LUMO level   0.034 Eh

```
17
C5H12 ωB97M-V with the def2-TZVPD basis set
C -0.235 -1.333 0.797
C -0.321 0.081 0.286
C 0.988 -0.213 -1.430
C -1.574 0.519 -0.238
C 0.543 1.106 0.972
H -0.749 -1.355 1.767
H 0.797 -1.665 0.929
H -0.753 -2.024 0.128
H 0.647 -0.997 -2.120
H 1.888 -0.552 -0.913
H 1.208 0.710 -1.983
H -0.436 0.213 -1.031
H -2.362 -0.203 -0.419
H -1.793 1.579 -0.291
H 0.546 2.049 0.419
H 0.095 1.296 1.956
H 1.571 0.763 1.105
```

natural (NBO) atomic charges, in units of e:
1 C -0.64
2 C 0.13
3 C -0.93
4 C -0.77
5 C -0.64
6 H 0.23
7 H 0.22
8 H 0.23
9 H 0.20
10 H 0.21
11 H 0.20
12 H 0.44
13 H 0.22
14 H 0.22
15 H 0.23
16 H 0.23
17 H 0.22

A cluster of 2 separate species, C2H5O2 in total at a distorted geometry. Source: the OMol25 dataset; level of theory: ωB97M-V with the def2-TZVPD basis set.

Results
Energy relative to the best compared isomer or geometry (same formula, charge and spin)   77.8 kcal per mole
Charge   -1
Energy   -229.60119 hartree
HOMO-LUMO gap   5.9 eV
E_HOMO   -2.132 eV
LUMO level   0.138 Eh

```
9
C2H5O2 ωB97M-V with the def2-TZVPD basis set
O 1.690 2.038 1.375
H 1.358 2.844 0.884
C 0.184 -0.248 0.236
C -0.265 -1.087 -0.743
O -1.655 -1.176 -1.036
H 1.128 -0.386 0.763
H -0.500 0.452 0.700
H 0.180 -2.133 -1.045
H -2.121 -0.304 -1.136
```

natural (NBO) atomic charges, in units of e:
1 O -1.36
2 H 0.38
3 C -0.39
4 C 0.04
5 O -0.76
6 H 0.25
7 H 0.21
8 H 0.17
9 H 0.47

A structure of composition C25H37FN4O3S2Tb at a distorted geometry. Source: the OMol25 dataset; level of theory: ωB97M-V with the def2-TZVPD basis set.

Results
Charge   +3
Multiplicity   7
Energy   -3139.31033 hartree
HOMO-LUMO gap (alpha / beta)   7.3 / 7.5 eV
E_HOMO (alpha / beta)   -15.148 / -15.148 eV
LUMO level (alpha / beta)   -0.287 / -0.282 Eh

```
73
C25H37FN4O3S2Tb ωB97M-V with the def2-TZVPD basis set
Tb -0.116 0.192 -3.317
S -1.076 2.473 -3.487
S -0.955 -2.110 -3.358
C -2.898 2.533 -3.613
C -0.591 2.583 -5.257
C -0.914 1.340 -6.055
N -0.237 0.137 -5.522
C -0.852 -1.124 -5.989
C -0.475 -2.305 -5.123
H 0.479 2.784 -5.242
H -1.076 3.452 -5.696
H -0.657 1.506 -7.105
H -1.984 1.153 -6.023
H -0.584 -1.336 -7.028
H -1.931 -0.988 -5.969
H 0.602 -2.462 -5.104
H -0.928 -3.217 -5.507
C -2.776 -2.241 -3.468
H 0.727 0.153 -5.841
H -3.201 -1.460 -4.089
H -3.152 -2.132 -2.456
H -3.050 -3.221 -3.846
H -3.277 2.477 -2.598
H -3.292 1.699 -4.184
H -3.205 3.476 -4.055
C 5.264 0.407 -5.136
C 5.345 0.462 -3.816
H 5.198 1.301 -5.742
H 5.260 -0.535 -5.670
H 5.350 1.404 -3.283
H 5.411 -0.433 -3.210
F -1.947 2.955 2.772
C -1.306 1.772 2.602
C -1.138 1.315 1.289
C -0.372 0.163 1.003
C -0.067 -0.185 -0.339
O -0.606 0.486 -1.233
C 0.909 -1.251 -0.558
C 1.277 -2.018 0.574
N 0.880 -1.731 1.848
C 1.252 -2.604 3.006
C 1.916 -3.977 2.723
C 2.746 -2.776 3.137
C 0.150 -0.591 2.083
C -0.058 -0.128 3.402
C -0.729 1.074 3.685
N -0.737 1.591 5.035
C 0.371 1.340 5.958
C -0.176 0.704 7.236
N -1.203 1.578 7.826
C -2.308 1.812 6.877
C -1.789 2.442 5.572
C 1.682 -1.672 -1.822
O 2.639 -2.570 -1.720
O 1.541 -1.145 -3.012
H -1.549 1.921 0.491
H 1.940 -2.849 0.422
H 0.399 -2.905 3.655
H 1.771 -4.652 3.597
H 1.395 -4.329 1.811
H 3.389 -2.436 2.300
H 3.116 -2.862 4.181
H 0.355 -0.681 4.225
H 0.846 2.312 6.221
H 1.184 0.722 5.533
H -0.609 -0.293 6.999
H 0.656 0.557 7.961
H -1.581 1.124 8.690
H -0.771 2.493 8.098
H -3.062 2.486 7.338
H -2.805 0.844 6.643
H -1.366 3.446 5.797
H -2.646 2.555 4.885
```

Mulliken atomic charges, in units of e:
1 Tb 0.56
2 S 0.01
3 S 0.16
4 C -0.84
5 C -0.82
6 C -0.58
7 N -0.16
8 C -0.70
9 C -0.68
10 H 0.44
11 H 0.55
12 H 0.39
13 H 0.34
14 H 0.39
15 H 0.33
16 H 0.36
17 H 0.59
18 C -0.97
19 H 0.42
20 H 0.29
21 H 0.40
22 H 0.41
23 H 0.35
24 H 0.27
25 H 0.39
26 C -0.53
27 C -0.47
28 H 0.27
29 H 0.26
30 H 0.26
31 H 0.22
32 F -0.34
33 C 0.21
34 C -0.77
35 C 0.50
36 C 1.95
37 O -0.78
38 C -0.59
39 C -0.87
40 N 0.13
41 C -0.21
42 C -1.15
43 C -0.41
44 C -0.46
45 C -0.42
46 C -0.14
47 N 0.10
48 C -0.77
49 C -0.66
50 N -0.07
51 C -0.81
52 C -0.63
53 C 0.57
54 O -0.70
55 O -0.58
56 H 0.56
57 H 0.96
58 H 0.67
59 H 0.32
60 H 0.41
61 H 0.23
62 H 0.29
63 H 0.73
64 H 0.25
65 H 0.49
66 H 0.38
67 H 0.40
68 H 0.38
69 H 0.41
70 H 0.41
71 H 0.34
72 H 0.32
73 H 0.44

A cluster of 2 separate species, C4H4O3 in total at a distorted geometry. Source: the OMol25 dataset; level of theory: ωB97M-V with the def2-TZVPD basis set.

Results
Energy relative to the best compared isomer or geometry (same formula, charge and spin)   81.8 kcal per mole
Energy   -380.41673 hartree
HOMO-LUMO gap   10.8 eV
E_HOMO   -10.072 eV
LUMO level   0.026 Eh

```
11
C4H4O3 ωB97M-V with the def2-TZVPD basis set
O -2.456 -1.934 -1.040
C -1.823 -1.289 -0.354
O 0.510 -1.414 -1.338
C 0.820 -1.033 -0.232
C 0.612 0.342 0.242
C -0.239 1.510 0.449
O 0.531 0.909 1.512
H 1.602 0.470 -0.310
H 1.576 -1.530 0.410
H -1.317 1.542 0.625
H 0.183 2.427 0.036
```

natural (NBO) atomic charges, in units of e:
1 O -0.50
2 C 0.49
3 O -0.54
4 C 0.40
5 C -0.03
6 C -0.09
7 O -0.47
8 H 0.20
9 H 0.14
10 H 0.21
11 H 0.19

Question: Which value of energy does entry 7 give?
Answer: -3139.31033 hartree

What did the fifth record say?
A structure of composition C5H12. Source: the OMol25 dataset; level of theory: ωB97M-V with the def2-TZVPD basis set.

Results
Energy relative to the best compared isomer or geometry (same formula, charge and spin)   113.0 kcal per mole
Energy   -197.52914 hartree
HOMO-LUMO gap   7.8 eV
E_HOMO   -6.892 eV
LUMO level   0.034 Eh

```
17
C5H12 ωB97M-V with the def2-TZVPD basis set
C -0.235 -1.333 0.797
C -0.321 0.081 0.286
C 0.988 -0.213 -1.430
C -1.574 0.519 -0.238
C 0.543 1.106 0.972
H -0.749 -1.355 1.767
H 0.797 -1.665 0.929
H -0.753 -2.024 0.128
H 0.647 -0.997 -2.120
H 1.888 -0.552 -0.913
H 1.208 0.710 -1.983
H -0.436 0.213 -1.031
H -2.362 -0.203 -0.419
H -1.793 1.579 -0.291
H 0.546 2.049 0.419
H 0.095 1.296 1.956
H 1.571 0.763 1.105
```

natural (NBO) atomic charges, in units of e:
1 C -0.64
2 C 0.13
3 C -0.93
4 C -0.77
5 C -0.64
6 H 0.23
7 H 0.22
8 H 0.23
9 H 0.20
10 H 0.21
11 H 0.20
12 H 0.44
13 H 0.22
14 H 0.22
15 H 0.23
16 H 0.23
17 H 0.22

Question: Among the records above, which one has the lowest energy?
Answer: C24H51AsBr4O5PPtSbSi3

Question: Which of these has the highest energy?
Answer: C5H12